# C30H32MoNOS2Te

A structure of composition C30H32MoNOS2Te (wB97M-V/def2-TZVPD, the Open Molecules 2025 dataset).

E_LUMO in eV: -10.97
Charge: +3
HOMO-LUMO gap in eV: 6.230
Max |F| in eV Å⁻¹: 0.547
Total energy in eV: -65959.057
Molar mass in g mol⁻¹: 710.27

Last column: Löwdin charge in e.
Geometry (Å):
Mo 0.29203 0.15268 0.35754  1.407
C -0.70592 -3.62133 0.56075  -0.048
C 0.04690 -3.14886 -0.68375  -0.370
C 0.90550 -4.27599 -1.28574  -0.017
C 0.96148 -1.97745 -0.42832  -0.271
C 1.61976 -1.78870 0.80130  -0.030
C 2.46639 -0.69594 1.00525  -0.068
C 2.75973 0.24595 -0.02313  -0.299
C 3.67993 1.40508 0.21662  0.005
C 2.14140 0.03666 -1.25165  -0.111
C 1.22303 -1.02443 -1.44346  -0.105
H -1.46109 -4.35170 0.27134  0.103
H -1.21689 -2.80218 1.07320  0.072
H -0.04082 -4.12266 1.26923  0.093
H -0.67427 -2.83148 -1.44187  0.144
H 1.66157 -4.61153 -0.57058  0.102
H 1.40886 -3.96387 -2.20285  0.094
H 0.26509 -5.12529 -1.52324  0.105
H 1.41572 -2.46289 1.62277  0.148
H 2.92898 -0.57314 1.97519  0.114
H 4.39738 1.17688 1.00308  0.107
H 3.11456 2.28988 0.51760  0.093
H 4.23165 1.65410 -0.68895  0.111
H 2.34424 0.70262 -2.07750  0.112
H 0.73459 -1.12328 -2.40316  0.127
S -3.72062 1.48480 2.01417  1.019
C -2.48985 0.89376 1.33554  -0.831
N -1.49508 0.40984 0.78737  -0.199
Te -0.32108 2.06845 -1.64549  1.664
C -2.41677 2.13995 -1.63407  -0.527
C -3.23486 1.01498 -1.66530  -0.181
C -4.60523 1.18893 -1.76113  -0.049
C -5.14509 2.47180 -1.81777  -0.027
C -4.31694 3.58523 -1.77453  -0.035
C -2.93934 3.42543 -1.68274  -0.130
C 0.00823 1.16232 -3.51050  -0.520
C -0.86703 0.22442 -4.05001  -0.122
C -0.60573 -0.28651 -5.31349  -0.035
C 0.51211 0.13896 -6.02543  -0.021
C 1.37047 1.08826 -5.48345  -0.034
C 1.11937 1.60906 -4.22129  -0.151
H -2.82381 0.01520 -1.61313  0.093
H -5.25499 0.32343 -1.79960  0.126
H -6.21699 2.59992 -1.90022  0.129
H -4.73609 4.58208 -1.82107  0.128
H -2.29889 4.29916 -1.66090  0.102
H -1.75548 -0.08673 -3.51972  0.089
H -1.28605 -1.00738 -5.75152  0.127
H 0.70294 -0.25723 -7.01498  0.129
H 2.22303 1.44113 -6.05003  0.128
H 1.76705 2.38637 -3.82583  0.106
C 0.88117 2.92930 3.95469  -0.173
S 1.62975 1.55017 3.12262  1.062
O 0.76494 1.49889 1.81104  -0.686
C 1.15320 0.17723 4.10699  -0.436
C 2.18934 -0.57076 4.65694  -0.081
C 1.87403 -1.64681 5.47527  -0.027
C 0.54249 -1.96350 5.71593  -0.013
C -0.48514 -1.20660 5.15079  -0.030
C -0.18569 -0.12270 4.34637  -0.073
H -0.18646 2.75109 4.06707  0.074
H 1.08431 3.82020 3.36382  0.080
H 1.36954 3.00282 4.92928  0.095
H 3.22717 -0.30427 4.47481  0.123
H 2.66581 -2.22929 5.92828  0.130
H 0.29804 -2.80061 6.35881  0.131
H -1.51773 -1.45494 5.36144  0.127
H -0.97787 0.49104 3.93130  0.099

Atoms 1-3, force components in eV/Å:
-0.14 -0.08 0.27
0.06 -0.04 -0.04
-0.04 -0.06 0.05